ORCA calculation (the ωB97M-V functional and the def2-TZVPD basis) on the ion C5H11N2O with charge +2 in a non-equilibrium geometry.

Each line ends with the Mulliken charge.
Element x y z (Å)
1 O 1.296 -2.182 1.563  -0.532
2 C 2.109 -1.306 1.371  0.067
3 C 2.071 -0.319 0.237  -0.642
4 C 0.881 -0.372 -0.777  -0.820
5 C -0.473 0.005 -0.202  0.827
6 C -1.073 1.182 -0.752  -0.624
7 N -2.534 1.429 -0.709  -0.268
8 N -1.043 -0.766 0.647  -0.206
9 H 2.977 -1.219 2.050  0.404
10 H 2.296 0.672 0.631  0.430
11 H 2.968 -0.549 -0.306  0.391
12 H 1.118 0.326 -1.560  0.395
13 H 0.883 -1.409 -1.138  0.369
14 H -0.486 1.980 -1.210  0.416
15 H -3.078 0.805 -1.322  0.403
16 H -2.928 1.450 0.260  0.417
17 H -2.702 2.381 -1.041  0.399
18 H -0.485 -1.612 0.990  0.328
19 H -1.798 -0.496 1.268  0.246

As for the lowest unoccupied orbital energy (spin up / spin down): -8.50 / -12.00 eV. The spin multiplicity is 2. Its HOMO energy (spin up / spin down) is -17.4 / -17.4 eV. As for the relative energy (zero: lowest compared OMol25 entry of this formula, charge and spin): 89.3 kJ/mol. As for the charge: +2.

ORCA calculation (the ωB97M-V functional and the def2-TZVPD basis) on a structure of composition C33H39FIrN4P2 in a non-equilibrium geometry.

Each line ends with the Mulliken charge.
Element x y z (Å)
1 Ir -0.653 2.552 1.183  0.606
2 C 2.392 -5.716 -0.596  -0.344
3 C 2.359 -4.699 -1.466  -0.313
4 C 1.520 -4.504 -2.702  -0.447
5 C 0.260 -5.384 -2.850  -0.874
6 C -0.725 -5.203 -1.720  -0.071
7 C -0.741 -5.793 -0.519  -0.168
8 C 0.193 -6.815 0.075  -0.535
9 C 1.575 -6.985 -0.594  -0.934
10 C -2.191 3.481 2.288  -1.701
11 H 3.077 -5.611 0.245  0.381
12 H 3.039 -3.870 -1.266  0.537
13 H 2.156 -4.642 -3.591  0.400
14 H 1.211 -3.450 -2.728  0.160
15 H -0.232 -5.099 -3.787  0.433
16 H 0.546 -6.431 -2.967  0.347
17 H -1.507 -4.467 -1.909  0.448
18 H -1.550 -5.502 0.152  0.452
19 H -0.313 -7.793 0.096  0.400
20 H 0.349 -6.548 1.129  0.393
21 H 2.122 -7.748 -0.027  0.404
22 H 1.457 -7.387 -1.601  0.322
23 H -1.845 3.792 3.291  0.485
24 H -3.065 2.807 2.407  0.545
25 H -2.522 4.381 1.728  0.396
26 P -2.117 1.147 0.085  -0.193
27 P 0.947 1.510 -0.115  -0.976
28 N -3.032 0.023 1.037  0.525
29 N -3.414 1.780 -0.906  0.716
30 N 1.725 0.139 0.620  0.645
31 N 2.259 2.396 -0.830  0.732
32 C -1.192 0.048 -1.116  -1.172
33 C 0.104 0.733 -1.582  -0.818
34 C -2.809 -0.172 2.405  -0.333
35 C -3.556 -1.260 2.806  -0.599
36 C -4.258 -1.754 1.655  -0.756
37 C -3.917 -0.959 0.579  -0.402
38 C -4.354 2.700 -0.438  -0.442
39 C -5.015 3.231 -1.529  -0.645
40 C -4.449 2.644 -2.707  -0.627
41 C -3.461 1.767 -2.301  -0.333
42 C 1.969 0.082 1.997  -0.202
43 C 2.602 -1.112 2.274  -1.079
44 C 2.757 -1.818 1.036  -0.352
45 C 2.215 -1.035 0.036  -0.465
46 C 3.390 1.901 -1.484  -0.237
47 C 4.050 2.970 -2.060  -0.639
48 C 3.300 4.156 -1.764  -0.654
49 C 2.207 3.782 -1.008  -0.460
50 H -1.838 -0.254 -1.961  0.692
51 H -0.956 -0.863 -0.531  0.310
52 H 0.766 0.031 -2.121  0.659
53 H -0.106 1.581 -2.263  0.254
54 H -2.131 0.496 2.941  0.323
55 H -3.607 -1.657 3.822  0.450
56 H -4.952 -2.597 1.627  0.469
57 H -4.236 -0.971 -0.465  0.499
58 H -4.468 2.871 0.633  0.436
59 H -5.832 3.954 -1.486  0.423
60 H -4.746 2.833 -3.740  0.420
61 H -2.788 1.134 -2.882  0.315
62 H 1.648 0.909 2.633  0.406
63 H 2.916 -1.452 3.265  0.429
64 H 3.212 -2.802 0.897  0.409
65 H 2.129 -1.212 -1.036  0.482
66 H 3.639 0.840 -1.441  0.427
67 H 4.987 2.912 -2.619  0.439
68 H 3.548 5.178 -2.059  0.456
69 H 1.391 4.354 -0.562  0.504
70 F 3.184 7.159 3.175  -0.275
71 C 2.370 6.158 2.760  0.170
72 C 1.087 6.446 2.296  -0.544
73 C 0.250 5.413 1.864  0.140
74 C 0.678 4.074 1.897  -0.505
75 C 1.979 3.802 2.353  0.729
76 C 2.817 4.836 2.784  -0.646
77 H 0.739 7.471 2.265  0.470
78 H -0.730 5.666 1.494  0.380
79 H 2.373 2.812 2.368  0.228
80 H 3.817 4.611 3.131  0.495

As for the lowest unoccupied orbital energy (spin up / spin down): -5.60 / -10.14 eV. The spin multiplicity is 6. Its HOMO energy (spin up / spin down) is -9.8 / -12.5 eV. As for the relative energy (zero: lowest compared OMol25 entry of this formula, charge and spin): 0.0 kJ/mol. As for the charge: +2.

ORCA calculation (the ωB97M-V functional and the def2-TZVPD basis) on a cluster of 3 separate species, C55H65BBr2F4NO7 in total in a non-equilibrium geometry.

Each line ends with the Mulliken charge.
Element x y z (Å)
1 C 5.078 -2.797 3.949  -1.509
2 C 3.984 -1.931 4.596  -0.644
3 C 3.180 -1.075 3.622  0.690
4 F 3.790 0.197 3.612  -0.440
5 C 1.675 -0.949 3.999  -0.700
6 C 0.878 -2.230 3.484  -0.430
7 B 1.760 -3.503 3.024  0.665
8 C 2.082 -3.997 1.566  -0.798
9 O 2.147 -4.282 4.083  -0.718
10 C -0.314 -2.065 2.503  -3.062
11 C -0.595 -0.637 2.042  1.503
12 C 0.371 -0.290 0.886  -2.462
13 O 1.648 -0.859 1.096  0.404
14 C 2.657 -0.674 0.193  0.842
15 C 2.338 -0.221 -1.200  -1.646
16 O 3.733 -0.940 0.553  -0.463
17 C -2.044 -0.419 1.466  -1.091
18 Br -2.131 1.108 0.229  0.055
19 C -2.738 -1.644 0.853  0.105
20 C -2.332 -2.069 -0.548  -1.476
21 Br -4.671 -1.305 0.886  -0.052
22 N -0.485 0.247 3.316  0.700
23 C -1.528 -0.112 4.399  -0.583
24 C -1.344 -1.220 5.443  -0.686
25 C -2.310 -0.998 6.626  0.346
26 C -2.388 -2.282 7.455  -1.628
27 C -1.902 0.190 7.505  -1.133
28 C 0.968 0.485 3.822  0.783
29 C 1.660 1.453 2.802  -0.926
30 C 0.852 2.557 2.089  -1.031
31 C 1.648 3.148 0.947  0.342
32 F 1.193 4.328 0.590  -0.270
33 F 1.595 2.357 -0.143  -0.135
34 F 2.934 3.274 1.231  -0.334
35 C 0.864 1.205 5.222  1.727
36 C 0.192 2.594 5.180  -2.550
37 C 2.213 1.338 5.974  -0.908
38 C 2.522 0.240 7.021  -1.102
39 H 6.072 -2.361 4.086  0.423
40 H 5.105 -3.799 4.389  0.321
41 H 4.928 -2.900 2.868  0.236
42 H 4.443 -1.218 5.290  0.473
43 H 3.312 -2.556 5.186  0.383
44 H 3.290 -1.438 2.594  -0.448
45 H 1.676 -1.071 5.082  0.217
46 H 0.421 -2.640 4.388  0.778
47 H 1.913 -5.079 1.481  0.450
48 H 3.152 -3.831 1.377  0.321
49 H 1.546 -3.510 0.752  0.122
50 H 2.648 -5.070 3.824  0.320
51 H -0.196 -2.687 1.611  0.899
52 H -1.206 -2.440 3.012  0.302
53 H -0.109 -0.763 0.022  1.770
54 H 0.457 0.771 0.663  -0.019
55 H 1.290 -0.014 -1.407  0.157
56 H 2.695 -1.004 -1.877  0.490
57 H 2.920 0.684 -1.403  0.320
58 H -2.697 -0.039 2.237  1.140
59 H -2.644 -2.483 1.541  0.403
60 H -1.264 -2.313 -0.598  0.292
61 H -2.877 -2.973 -0.832  0.569
62 H -2.557 -1.287 -1.276  0.367
63 H -0.794 1.174 3.017  0.882
64 H -2.444 -0.345 3.867  0.508
65 H -1.724 0.831 4.913  0.287
66 H -1.589 -2.187 4.994  0.521
67 H -0.326 -1.299 5.829  0.049
68 H -3.309 -0.802 6.208  0.327
69 H -2.764 -3.122 6.863  0.402
70 H -1.392 -2.558 7.824  0.352
71 H -3.049 -2.154 8.317  0.455
72 H -2.487 0.194 8.431  0.505
73 H -2.070 1.164 7.032  0.282
74 H -0.843 0.118 7.783  0.195
75 H 2.185 0.874 2.041  -0.049
76 H 2.460 1.951 3.350  1.507
77 H -0.082 2.218 1.622  -0.029
78 H 0.594 3.396 2.733  0.717
79 H 0.254 0.600 5.884  -0.966
80 H -0.212 2.816 6.173  0.653
81 H 0.916 3.381 4.944  0.484
82 H -0.640 2.696 4.474  0.272
83 H 2.146 2.287 6.519  0.900
84 H 3.053 1.464 5.290  0.247
85 H 1.847 -0.619 6.961  0.238
86 H 3.543 -0.141 6.930  0.312
87 H 2.423 0.642 8.035  0.318
88 C -2.459 0.113 -4.188  0.007
89 C -3.015 0.788 -5.268  -0.823
90 C -3.418 0.081 -6.389  -0.650
91 C -3.264 -1.300 -6.434  0.253
92 C -2.698 -1.974 -5.353  -0.139
93 C -2.296 -1.260 -4.232  -0.572
94 C -2.501 -3.452 -5.368  0.534
95 O -2.028 -4.027 -4.408  -0.695
96 C -2.907 -4.185 -6.598  0.202
97 C -2.701 -5.558 -6.662  -0.545
98 C -3.080 -6.261 -7.793  -0.498
99 C -3.671 -5.598 -8.862  -0.497
100 C -3.879 -4.230 -8.804  -0.553
101 C -3.495 -3.517 -7.675  0.152
102 C -3.719 -2.043 -7.648  0.531
103 O -4.248 -1.465 -8.571  -0.647
104 H -2.136 0.654 -3.308  0.573
105 H -3.126 1.864 -5.238  0.442
106 H -3.854 0.584 -7.241  0.507
107 H -1.853 -1.803 -3.409  0.682
108 H -2.243 -6.058 -5.819  0.467
109 H -2.915 -7.330 -7.844  0.403
110 H -3.969 -6.151 -9.743  0.401
111 H -4.336 -3.697 -9.627  0.482
112 C -0.175 4.022 -2.174  -0.089
113 C 0.157 5.367 -2.055  -0.815
114 C 0.571 6.075 -3.171  -0.700
115 C 0.654 5.441 -4.406  0.286
116 C 0.328 4.091 -4.520  0.034
117 C -0.087 3.385 -3.398  -0.654
118 C 0.417 3.372 -5.827  0.570
119 O 0.112 2.201 -5.911  -0.700
120 C 0.889 4.149 -7.005  0.190
121 C 1.015 3.502 -8.229  -0.530
122 C 1.444 4.207 -9.341  -0.516
123 C 1.744 5.561 -9.237  -0.509
124 C 1.621 6.211 -8.020  -0.542
125 C 1.196 5.508 -6.899  0.132
126 C 1.084 6.231 -5.600  0.528
127 O 1.329 7.413 -5.507  -0.654
128 H -0.501 3.457 -1.310  0.567
129 H 0.093 5.861 -1.094  0.469
130 H 0.830 7.123 -3.106  0.505
131 H -0.340 2.338 -3.511  0.571
132 H 0.773 2.450 -8.292  0.502
133 H 1.545 3.703 -10.292  0.416
134 H 2.075 6.109 -10.108  0.397
135 H 1.850 7.263 -7.921  0.486

As for the lowest unoccupied orbital energy: -2.44 eV. The spin multiplicity is 1. Its HOMO energy is -11.2 eV. As for the charge: +1.